[1]
DFT (ωB97M-V with the def2-TZVPD basis set) results for a structure of composition C48H53AsN4PPtS2Si3.

XYZ file:
```
113
Properties=species:S:1:pos:R:3:forces:R:3
Pt 0.42615 -0.34285 0.23871 0.41 -0.21 -0.74
C 1.16533 -3.81607 2.61401 -0.07 0.01 0.08
C 1.29149 -2.82348 1.63577 0.06 0.00 0.07
N 0.59107 -1.71031 1.69631 0.05 -0.38 0.11
C -0.34972 -1.50834 2.67690 -0.13 -0.03 0.10
C -0.53689 -2.47521 3.68125 0.04 0.07 -0.01
C 0.26677 -3.63639 3.62961 0.05 -0.04 -0.04
C -1.53866 -2.26325 4.65425 0.00 0.04 0.00
C -2.33170 -1.15467 4.55556 -0.03 -0.01 0.05
C -2.17312 -0.19702 3.53594 0.09 0.01 -0.05
C -1.16937 -0.32811 2.59316 0.00 -0.12 -0.09
N -0.85493 0.48003 1.53395 -0.07 0.30 0.25
C -1.40670 1.66032 1.07986 -0.09 0.04 -0.15
C -2.18217 2.56394 1.78114 -0.04 -0.13 -0.01
C -2.66967 3.73049 1.16660 -0.01 0.07 -0.10
C -2.40737 4.01968 -0.14454 0.00 -0.04 0.07
C -1.60139 3.13721 -0.89753 0.00 0.09 -0.04
C -1.27264 3.36234 -2.25971 0.03 -0.08 0.03
C -0.49883 2.46869 -2.93400 -0.04 -0.03 0.01
C -0.00615 1.33791 -2.25710 0.17 0.09 -0.11
N -0.25154 1.13920 -0.98781 0.09 0.16 0.67
C -1.08251 1.99215 -0.27889 -0.02 -0.23 -0.04
H 1.77093 -4.70762 2.54023 -0.01 0.00 0.01
H 1.96438 -2.92747 0.79447 -0.05 0.03 0.00
H 0.13985 -4.39368 4.39359 0.00 0.00 -0.01
H -1.68337 -2.99276 5.43916 0.00 0.00 0.00
H -3.12504 -1.00311 5.27613 0.01 0.00 0.00
H -2.86686 0.62533 3.48977 -0.01 0.02 0.00
H -2.41045 2.39769 2.82178 0.01 0.00 0.00
H -3.27231 4.40920 1.75626 0.00 -0.01 -0.01
H -2.80343 4.90931 -0.61543 0.00 0.00 0.01
H -1.65874 4.24548 -2.75315 -0.01 0.00 0.00
H -0.26313 2.58940 -3.98115 0.00 0.02 0.01
H 0.62784 0.60772 -2.74572 -0.04 0.01 0.03
C 1.44032 0.58646 4.75375 0.01 -0.05 -0.10
Si 2.95416 0.35049 3.67168 -0.18 0.05 0.11
C 3.64059 -1.39447 3.75253 0.00 0.04 -0.03
C 4.24005 1.57826 4.25626 -0.02 -0.06 -0.01
As 2.44470 0.88282 1.38509 -0.04 0.16 -0.34
Si 2.23557 3.27051 1.40621 0.00 0.12 0.00
C 0.98091 3.63868 2.75039 0.03 -0.01 -0.09
C 1.77278 3.81654 -0.32667 0.01 0.00 0.10
C 3.84950 4.12655 1.82444 0.01 -0.09 0.00
Si 4.47075 0.42774 0.18751 0.09 -0.18 0.00
C 4.73005 -1.42683 0.20313 0.11 0.06 0.03
C 5.99558 1.11098 1.04134 -0.09 0.04 0.00
C 4.26202 1.24283 -1.47858 -0.01 -0.01 0.03
H 1.55040 -0.00732 5.66528 0.03 0.01 0.00
H 0.49860 0.29994 4.28593 0.09 0.01 0.06
H 1.35817 1.63330 5.05015 -0.01 0.01 -0.02
H 3.26748 -1.89590 4.64863 0.01 0.00 0.00
H 4.73028 -1.36203 3.82173 0.00 0.00 -0.02
H 3.38166 -2.00869 2.89176 0.00 0.02 0.04
H 4.60666 1.21777 5.22308 0.00 0.01 -0.01
H 3.79465 2.55906 4.42596 0.01 -0.01 -0.01
H 5.10012 1.69404 3.59715 -0.05 -0.02 0.01
H 0.24460 2.84343 2.86221 0.00 0.03 -0.01
H 0.44624 4.56818 2.54098 0.00 0.00 -0.01
H 1.49900 3.76132 3.70442 0.00 -0.01 -0.01
H 1.33419 3.02785 -0.92899 -0.02 0.00 -0.02
H 2.66960 4.16299 -0.84501 0.00 0.01 0.03
H 1.06606 4.64904 -0.28669 0.01 0.00 0.01
H 4.05873 4.14147 2.89287 0.03 -0.02 -0.02
H 3.76437 5.16392 1.48711 -0.04 0.00 0.02
H 4.70802 3.69400 1.31005 -0.08 0.07 -0.01
H 5.03575 -1.73075 1.20708 -0.01 -0.01 -0.01
H 5.55624 -1.67855 -0.47015 -0.06 0.01 -0.01
H 3.85462 -1.99494 -0.09813 0.02 0.02 -0.02
H 6.20743 0.58405 1.97353 -0.01 0.01 -0.02
H 5.98996 2.18205 1.23874 0.01 -0.07 -0.01
H 6.83216 0.91007 0.36380 0.00 0.00 0.01
H 3.31610 0.97178 -1.94927 0.04 0.00 0.02
H 5.07529 0.94559 -2.14584 -0.01 -0.01 0.00
H 4.30446 2.32947 -1.36857 0.00 -0.01 -0.01
N 5.92842 -3.79736 -7.37089 -0.01 0.01 0.01
C 5.32263 -3.41402 -6.47306 0.03 -0.02 -0.04
C 4.56247 -2.93858 -5.35059 -0.06 0.06 0.06
C 3.74810 -1.81473 -5.48529 0.06 -0.05 -0.02
C 3.01340 -1.36673 -4.40588 0.01 0.05 0.02
C 3.07855 -2.02657 -3.17592 0.08 0.04 -0.14
C 3.90068 -3.14743 -3.05051 -0.04 -0.08 0.07
C 4.63622 -3.60312 -4.12781 0.02 -0.03 -0.02
C 2.30503 -1.55320 -2.07151 -0.14 -0.09 -0.01
C 1.64050 -1.14983 -1.14719 -0.15 0.23 0.19
H 3.69227 -1.30435 -6.43738 0.00 -0.01 0.00
H 2.36785 -0.50506 -4.51999 0.01 -0.01 0.04
H 3.94568 -3.67264 -2.10355 0.01 0.04 -0.05
H 5.26785 -4.47590 -4.03069 0.00 0.01 0.00
S -2.77806 -0.02176 -2.92794 -0.02 -0.04 0.06
P -2.09497 -1.73941 -2.31821 -0.03 0.00 -0.02
S -1.26284 -1.90625 -0.40911 -0.08 0.08 0.15
C -3.39725 -2.99974 -2.14059 0.11 -0.01 -0.18
C -3.83670 -3.59506 -3.32314 0.00 -0.05 0.01
C -4.86798 -4.51846 -3.29639 0.00 0.00 0.02
C -5.46400 -4.85699 -2.08839 0.01 0.02 0.00
C -5.03276 -4.26106 -0.91307 -0.03 -0.02 0.00
C -4.00458 -3.32982 -0.93535 -0.04 0.07 0.07
C -0.91295 -2.50024 -3.47505 -0.09 0.12 -0.07
C -0.24030 -3.67175 -3.13635 -0.02 -0.01 -0.04
C 0.55887 -4.30347 -4.07421 0.03 -0.04 0.02
C 0.69158 -3.77316 -5.35264 0.02 -0.02 0.00
C 0.02866 -2.60468 -5.69022 -0.02 0.02 0.04
C -0.77468 -1.96610 -4.75218 0.06 0.00 0.00
H -3.37347 -3.33532 -4.26757 0.00 -0.01 0.01
H -5.20440 -4.97496 -4.21782 0.00 0.00 0.00
H -6.26784 -5.58096 -2.06611 0.00 0.00 0.00
H -5.50180 -4.51535 0.02848 0.00 0.00 -0.01
H -3.69283 -2.85524 -0.01352 0.00 -0.02 -0.04
H -0.35198 -4.09104 -2.14452 0.01 0.00 0.03
H 1.07685 -5.21755 -3.81187 -0.01 0.01 -0.01
H 1.31392 -4.27353 -6.08419 0.00 0.00 0.01
H 0.12786 -2.19081 -6.68577 0.00 0.00 0.00
H -1.30987 -1.05994 -5.00876 -0.02 -0.01 0.01
```
Positions in Å, forces in eV/Å.

Energy above the lowest of the compared OMol25 structures with the same formula, charge and spin   16.9 kJ/mol
2S+1   1
Largest force on an atom   0.9 eV/Å
E_LUMO   -3.4 eV
Total charge   +1

---

[2]
DFT (ωB97M-V with the def2-TZVPD basis set) results for the molecule C4H5N3 in a non-equilibrium geometry.

XYZ file:
```
12
Properties=species:S:1:pos:R:3:forces:R:3
N 1.96250 -1.49676 0.84981 -0.52 0.67 -0.51
C 0.99660 -1.11073 0.34062 0.30 -1.27 0.83
C 1.20103 0.89037 -0.77448 -0.14 1.09 -0.36
C -0.44600 -1.21310 -0.06192 0.07 -0.34 0.02
N -1.38064 -0.13620 0.16674 0.19 0.21 -0.04
C -0.99684 1.06110 0.25727 -0.11 -0.19 0.02
N 0.35928 1.45176 0.09226 0.36 -0.28 -0.01
H 0.55092 0.39789 -1.52667 0.15 -0.05 0.13
H -0.48243 -1.52843 -1.10931 -0.04 0.08 0.14
H -0.76278 -2.06258 0.54347 -0.32 0.00 -0.11
H -1.71924 1.84310 0.48846 0.11 -0.06 -0.01
H 0.76674 1.96746 0.86570 -0.07 0.15 -0.10
```
Positions in Å, forces in eV/Å.

Energy above the lowest of the compared OMol25 structures with the same formula, charge and spin   444.5 kJ/mol
2S+1   1
Largest force on an atom   1.5 eV/Å
E_LUMO   0.1 eV
Total charge   0

---

[3]
DFT (ωB97M-V with the def2-TZVPD basis set) results for a cluster of 12 separate species, C5H35NO12S in total in a non-equilibrium geometry.

XYZ file:
```
54
Properties=species:S:1:pos:R:3:forces:R:3
C 1.91357 -1.79028 1.12223 1.96 -0.65 1.56
C 2.57955 -1.93597 -0.25750 1.65 1.93 1.05
S 3.69129 -0.46034 -0.82970 -1.30 0.13 2.34
C 0.94150 -0.65643 1.32037 -1.08 3.47 -1.25
N -0.51650 -1.03084 0.92751 1.43 1.06 1.83
C -1.41246 -0.23081 1.81619 0.03 0.46 -0.47
C -2.86680 -0.64743 1.53378 -0.61 3.89 1.76
O -3.24857 -0.22623 0.27702 -0.46 0.14 -2.25
H 1.49458 -2.83272 1.30797 -0.06 1.51 0.05
H 2.71150 -1.68719 1.97570 -1.08 -0.18 -1.76
H 1.88292 -1.95561 -1.04248 -0.91 -0.67 -0.80
H 3.30648 -2.72752 -0.20266 -0.18 -0.61 -0.30
H 4.06527 -1.06127 -1.89537 0.51 -0.82 -1.57
H 1.29556 0.40876 0.80050 -0.73 -2.96 -0.11
H 1.01321 -0.03425 2.27898 -0.63 -2.35 -0.27
H -0.71264 -0.86173 -0.07694 0.41 0.32 1.03
H -1.16050 -0.35373 2.92074 -0.13 -0.06 -1.53
H -1.26659 0.88343 1.53446 -0.41 -1.49 0.81
H -3.07499 -1.65191 1.71541 -0.09 -1.89 0.26
H -3.59541 -0.00499 2.16255 1.38 -1.24 -0.04
H -3.27826 -0.91546 -0.41897 0.11 -0.14 0.45
H 0.46333 -1.47322 -4.81747 0.38 -0.17 0.31
H 1.50947 -0.40252 -4.36201 -0.84 -2.77 0.95
O 1.20227 -1.40915 -4.18385 0.53 3.11 -1.24
H 0.64418 2.03298 4.95770 0.93 -1.33 -0.78
H 0.47254 1.64716 3.59756 -1.00 0.31 -1.52
O 1.04565 1.40188 4.29102 0.51 0.36 2.57
H 0.42209 -1.89012 -2.69645 -1.48 0.54 1.16
H -0.29737 -2.52771 -1.40612 0.40 -1.54 1.07
O -0.28430 -1.76187 -1.95996 1.41 1.55 -2.83
H 0.73357 3.09710 0.76963 1.77 -1.65 -1.69
H -0.04425 4.32159 0.67094 -0.88 2.31 -1.91
O 0.19204 3.66545 1.25763 -1.21 -0.33 3.41
H 2.19519 1.82909 -0.01658 1.05 -0.78 0.37
H 1.13122 1.91376 -1.10224 0.23 0.33 0.32
O 1.67708 2.46259 -0.48067 -0.79 0.29 -1.08
H 0.20313 3.85939 3.87278 0.71 0.65 0.49
H -0.55398 3.33272 2.78452 -0.30 0.02 -1.32
O -0.56953 3.33001 3.73386 -0.97 0.02 0.96
H -0.88918 1.50981 -1.28541 -0.77 -0.07 0.05
H -0.23136 0.27548 -2.07880 -0.28 -1.57 0.33
O -0.27151 1.20888 -1.97424 0.72 1.47 -0.23
H 1.97511 2.17749 -3.60642 -0.07 -0.06 0.07
H 0.57902 1.60424 -3.47667 -2.19 0.18 1.89
O 1.31466 1.62138 -4.02932 2.53 -0.27 -2.33
H -3.13933 -2.93095 -1.91364 -0.52 0.31 0.38
H -1.99224 -2.03085 -1.80552 1.21 0.74 -0.43
O -2.90535 -2.06812 -1.53705 -0.99 -1.15 -0.34
H -2.71310 1.26259 -0.35421 0.61 1.56 0.29
H -1.93906 2.31867 0.48112 0.17 0.33 0.71
O -2.24316 2.17320 -0.40636 -0.73 -1.57 -0.86
H -1.07229 -3.02382 0.35739 1.65 -0.92 -0.11
H 0.21093 -4.13430 0.03627 -1.88 1.38 0.14
O -0.58819 -3.62030 -0.28721 0.26 -1.16 0.42
```
Positions in Å, forces in eV/Å.

Energy above the lowest of the compared OMol25 structures with the same formula, charge and spin   356.4 kJ/mol
2S+1   1
SMILES string   OCCNCCCS.O.O.O.O.O.O.O.O.O.O.O
Largest force on an atom   4.3 eV/Å
E_LUMO   0.1 eV
Total charge   0